This record from the Open Molecules 2025 dataset describes 2 unconnected molecules or ions with the total composition C3H10INSSi in a non-equilibrium geometry. The level of theory is ωB97M-V with the def2-TZVPD basis set.

Orbital gap (spin up / spin down) ... 6.71 / 6.72 eV
LUMO (spin up / spin down) ... -2.3 / -2.3 eV
E_HOMO (spin up / spin down) ... -9.0026 / -9.0034 eV

Last column: Mulliken charge in e.
Geometry (Å):
C (0.960, -1.131, 0.925)  -1.984
C (0.017, -1.214, -1.471)  -1.019
C (-0.123, -0.652, -0.001)  0.788
N (-0.212, 0.857, -0.157)  0.004
Si (0.516, 2.159, 0.568)  0.136
S (-2.654, 1.489, -0.105)  -0.086
I (-3.568, -0.640, -0.328)  0.135
H (0.894, -2.183, 0.878)  0.478
H (1.963, -0.897, 0.503)  0.405
H (0.777, -0.765, 1.899)  0.495
H (0.994, -1.736, -1.513)  0.341
H (-0.350, -0.470, -2.271)  0.308
H (-0.758, -1.978, -1.661)  0.262
H (-1.006, -1.026, 0.526)  0.064
H (0.110, 3.427, -0.396)  -0.101
H (0.374, 2.682, 1.955)  -0.115
H (2.066, 2.079, 0.648)  -0.111